[1]
{"formula": "C4H5NS", "method": "the ωB97M-V functional and the def2-TZVPD basis", "symbols": ["C", "C", "C", "C", "H", "H", "H", "H", "H", "N", "S"], "xyz": [[-0.07890, -0.46509, 0.47486], [1.43023, -0.12854, 0.30524], [1.97340, 0.07969, -0.89574], [-0.53245, -0.80103, -0.92589], [-0.57412, 0.68458, 2.38815], [-0.30302, -1.23061, 1.20326], [1.94678, 0.15277, 1.28052], [2.97439, 0.58318, -0.95123], [1.46901, -0.05264, -1.84866], [-0.95789, -1.11220, -1.93825], [-0.97259, 0.97112, 1.10906]], "forces_ev_per_a": [[1.4, 0.2, -2.0], [-0.4, 0.6, 1.0], [1.3, 1.0, 0.7], [-0.6, -0.1, 2.4], [-0.3, 0.4, -0.6], [0.2, -0.7, -0.4], [-0.6, -0.5, -1.5], [-0.9, -0.9, 0.1], [0.0, -0.2, 0.3], [-0.1, -0.1, -0.8], [-0.1, 0.3, 0.8]], "multiplicity": 1, "smiles": "C=C[C@@H](S)C#N", "relative_energy_kcal_mol": 32.1, "e_lumo_ev": 0.4925, "e_homo_ev": -9.7, "total_charge": 0}

[2]
{"formula": "C4H5NS", "method": "the ωB97M-V functional and the def2-TZVPD basis", "symbols": ["C", "C", "C", "C", "H", "H", "H", "H", "H", "N", "S"], "xyz": [[-0.78654, 0.35441, 0.34614], [0.52895, 0.18529, -0.49437], [1.82487, -0.20845, -0.16839], [-0.63283, -0.67759, 1.50187], [-2.30079, 0.62477, -1.63196], [-0.88832, 1.49213, 0.70930], [0.21890, 0.86767, -1.14477], [2.18588, 0.06584, -1.25737], [2.24834, -0.93547, 0.57385], [-0.15366, -1.51410, 2.22152], [-2.24481, -0.25450, -0.65581]], "forces_ev_per_a": [[0.6, -1.1, 1.9], [1.1, -1.5, 6.1], [-3.2, 0.8, -4.5], [2.2, -2.1, 1.9], [0.4, 0.7, -0.4], [0.1, -2.8, -0.6], [0.5, 2.4, -4.3], [1.3, -1.0, 2.6], [-0.7, 1.1, -0.8], [-2.6, 3.9, -3.2], [0.2, -0.5, 1.2]], "multiplicity": 1, "smiles": "C=C[C@@H](S)C#N", "relative_energy_kcal_mol": 80.6, "e_lumo_ev": 0.3896, "e_homo_ev": -9.8, "total_charge": 0}

[3]
{"formula": "C4H5NS2", "method": "the ωB97M-V functional and the def2-TZVPD basis", "symbols": ["C", "C", "C", "C", "N", "S", "S", "H", "H", "H", "H", "H"], "xyz": [[2.29432, -1.20209, -0.09681], [-0.45650, 0.29354, -0.62478], [1.78387, -2.24270, 0.45249], [-1.12145, 1.54604, -0.41961], [-0.17528, -0.76902, -0.98676], [3.07828, 0.10578, -0.58278], [2.34092, 1.57978, 0.41733], [2.37477, -3.06153, 0.94861], [0.75103, -2.54880, 0.51970], [-0.46928, 2.47124, -0.39250], [-1.67166, 1.61315, 0.46049], [-1.69158, 1.75457, -1.23378]], "forces_ev_per_a": [[0.8, 0.4, -0.1], [0.1, -1.4, -0.8], [0.3, -2.4, 1.2], [2.9, 2.2, 0.9], [-0.1, 1.0, 0.5], [-0.5, -1.2, -0.7], [0.0, 1.0, 0.8], [0.1, 1.4, -0.2], [-0.3, 0.4, -0.8], [0.0, -1.4, 0.1], [-1.1, -0.3, 1.5], [-2.1, 0.2, -2.4]], "multiplicity": 1, "relative_energy_kcal_mol": 81.2, "e_lumo_ev": [-0.7396, -0.7401], "e_homo_ev": [-8.2, -8.2], "total_charge": 0}

[4]
{"formula": "C4H5NS2", "method": "the ωB97M-V functional and the def2-TZVPD basis", "symbols": ["C", "C", "C", "C", "H", "H", "H", "H", "H", "N", "S", "S"], "xyz": [[1.76640, 0.35463, -0.06794], [-0.52544, -0.46914, -0.40848], [-1.43064, -0.11248, 0.74358], [-0.82475, 0.97288, -0.18223], [1.49891, -1.65378, -0.80436], [-0.71887, -1.12305, -1.35757], [-2.43727, -0.62787, 1.03745], [-0.80082, -0.06039, 1.56719], [-1.57648, 1.50003, -0.67173], [0.91182, -0.71504, -0.06305], [3.32713, 0.16630, 0.21060], [0.81001, 1.76790, -0.00344]], "forces_ev_per_a": [[-1.8, -1.2, 1.0], [1.0, -2.0, -2.0], [0.4, -1.1, 0.2], [0.1, -1.0, 0.1], [-2.5, 3.7, 3.3], [-0.6, 1.6, 1.9], [1.5, 1.8, -1.4], [0.8, -0.6, 2.0], [-0.5, 1.0, -1.6], [1.0, -4.3, -3.9], [1.8, 0.5, -0.3], [-1.2, 1.8, 0.6]], "multiplicity": 1, "relative_energy_kcal_mol": 84.0, "e_lumo_ev": 0.1500, "e_homo_ev": -8.6, "total_charge": 0}

[5]
{"formula": "C4H5NS2", "method": "the ωB97M-V functional and the def2-TZVPD basis", "symbols": ["C", "C", "C", "C", "H", "H", "H", "H", "H", "N", "S", "S"], "xyz": [[-1.89254, -0.27614, -0.48058], [-0.68885, 0.11492, 0.29161], [0.64837, 0.07418, -0.42506], [1.80005, -0.35622, 0.38890], [-1.95233, 0.18443, -1.50217], [-0.72781, -0.18204, 1.33047], [0.40770, 1.80449, 0.68657], [0.68288, -0.18565, -1.49733], [1.75779, -0.00455, 1.42512], [-0.02401, 1.33030, -0.12886], [-3.04661, -1.26193, 0.06365], [3.03535, -1.24179, -0.15233]], "forces_ev_per_a": [[-0.1, 0.3, -0.7], [-0.4, -0.4, -0.5], [0.1, -0.3, -0.5], [0.1, 0.0, -0.3], [0.1, -0.4, 0.9], [0.2, 0.1, 0.1], [-0.3, -0.4, -0.7], [-0.1, 0.1, 0.7], [0.1, -0.1, 0.0], [0.4, 0.6, 0.9], [0.3, 0.2, -0.1], [-0.3, 0.2, 0.2]], "multiplicity": 1, "smiles": "S=C[C@@H]1N[C@H]1C=S", "relative_energy_kcal_mol": 57.1, "e_lumo_ev": -0.9472, "e_homo_ev": -9.1, "total_charge": 0}

[6]
{"formula": "C4H5O2P", "method": "the ωB97M-V functional and the def2-TZVPD basis", "symbols": ["C", "C", "C", "C", "O", "O", "P", "H", "H", "H", "H", "H"], "xyz": [[-0.96896, -0.02773, -0.26488], [-0.22847, -1.11428, 0.54721], [-0.08040, 1.14577, -0.47581], [1.33271, 0.96765, -0.18839], [0.60472, 1.74024, 0.61467], [2.15057, -0.06182, 0.02989], [1.56920, -1.63285, -0.05785], [-1.08169, -0.48422, -1.29397], [-1.99383, 0.11181, 0.15054], [-0.04947, -0.54628, 1.54007], [-0.99509, -1.91850, 0.73374], [-0.25929, 1.82021, -1.33521]], "forces_ev_per_a": [[-0.2, -1.7, -1.4], [-0.1, 0.6, 1.7], [0.2, -0.3, -2.3], [0.4, 0.6, -2.3], [0.2, 0.8, 2.6], [0.2, -0.4, 1.0], [-2.0, 0.6, 0.5], [-0.3, 0.7, 0.8], [0.8, 0.3, -0.2], [0.0, -1.4, -1.1], [1.3, 0.4, -0.1], [-0.4, -0.2, 0.8]], "multiplicity": 1, "relative_energy_kcal_mol": 89.4, "e_lumo_ev": [-0.8650, 0.4200], "e_homo_ev": [-7.7, -8.1], "total_charge": 0}